No. 1
{
  "formula": "C4H11N3O",
  "method": "ωB97M-V with the def2-TZVPD basis set",
  "charge": 1,
  "e_homo_ev": [-13.24, -13.22],
  "e_above_lowest_kcal_mol": 45.2,
  "homo_lumo_gap_ev": [9.5258, 5.5180],
  "max_force_ha_per_bohr": 0.03124,
  "mol_weight_da": 117.15,
  "spin_multiplicity": 2,
  "symbols": ["C", "C", "N", "N", "H", "H", "H", "H", "H", "H", "C", "N", "C", "O", "H", "H", "H", "H", "H"],
  "positions_angstrom": [[0.21648, 0.23983, 1.81623], [-0.14869, -0.49232, 2.91994], [-1.37803, -1.07972, 3.11887], [1.52092, 0.74405, 1.80912], [-0.49300, 0.48792, 1.03160], [0.52730, -0.53911, 3.77154], [-1.62185, -1.13160, 4.10345], [-1.39245, -2.03450, 2.74680], [1.57903, 1.74135, 1.63028], [2.15912, 0.24747, 1.19691], [0.15526, 0.36900, -1.36918], [0.21164, 0.71224, -2.65888], [-0.47029, -0.11743, -3.65730], [-0.50394, -0.58482, -0.97984], [0.76506, 0.98353, -0.69667], [0.78090, 1.43440, -3.06182], [-0.05376, -1.12342, -3.60564], [-0.31181, 0.28638, -4.65299], [-1.54190, -0.14325, -3.46240]],
  "mulliken_charge": [0.036, -0.214, -0.399, -0.498, 0.391, 0.372, 0.320, 0.323, 0.310, 0.314, 0.245, -0.152, -0.783, -0.602, 0.217, 0.245, 0.273, 0.331, 0.271]
}

No. 2
{
  "formula": "C4H11N3O",
  "method": "ωB97M-V with the def2-TZVPD basis set",
  "charge": 1,
  "e_homo_ev": [-14.09, -13.38],
  "e_above_lowest_kcal_mol": 51.0,
  "homo_lumo_gap_ev": [11.0131, 5.0332],
  "max_force_ha_per_bohr": 0.06634,
  "mol_weight_da": 117.15,
  "spin_multiplicity": 2,
  "symbols": ["N", "C", "C", "N", "C", "C", "N", "O", "H", "H", "H", "H", "H", "H", "H", "H", "H", "H", "H"],
  "positions_angstrom": [[-2.15317, 0.47620, 0.88388], [-1.44330, 1.68589, 0.45370], [0.10370, 1.45284, 0.68929], [0.59137, 0.60028, -0.37598], [1.37329, -0.54354, 0.04360], [0.62716, -1.80913, -0.43526], [0.79568, -2.24989, -1.69854], [0.19344, -2.57771, 0.40605], [-1.83957, -0.31542, 0.32714], [-1.93137, 0.15851, 1.83185], [-1.71403, 1.75406, -0.59427], [-1.81191, 2.50592, 1.05558], [0.35527, 1.12827, 1.70159], [0.57218, 2.44160, 0.71468], [1.01618, 1.23329, -1.04789], [1.66892, -0.42985, 1.07653], [2.29214, -0.65898, -0.55776], [0.47937, -3.16981, -1.94460], [0.82467, -1.68254, -2.52958]],
  "mulliken_charge": [-0.433, -0.515, -0.520, -0.141, -0.380, 0.414, -0.411, -0.523, 0.228, 0.317, 0.348, 0.353, 0.395, 0.328, 0.316, 0.380, 0.363, 0.262, 0.219]
}

No. 3
{
  "formula": "C4H11N3O",
  "method": "ωB97M-V with the def2-TZVPD basis set",
  "charge": 2,
  "e_homo_ev": -19.43,
  "e_above_lowest_kcal_mol": 37.4,
  "homo_lumo_gap_ev": 10.9390,
  "max_force_ha_per_bohr": 0.11285,
  "mol_weight_da": 117.15,
  "symbols": ["C", "C", "C", "C", "N", "N", "N", "O", "H", "H", "H", "H", "H", "H", "H", "H", "H", "H", "H"],
  "positions_angstrom": [[-0.05044, -3.03905, -0.82042], [-0.23066, 0.83996, -1.32164], [0.61353, 1.19450, -0.13316], [0.84776, 2.07442, 2.07316], [0.83704, -3.76512, -0.94775], [-1.04822, -2.35323, -0.48583], [0.11304, 1.47879, 1.01455], [-1.33481, 0.06560, -0.73375], [-0.65869, 1.84119, -1.67270], [0.14221, 0.32763, -2.09530], [1.74433, 1.53691, -0.31640], [0.69364, 3.20295, 2.25173], [0.56943, 1.82735, 3.09773], [1.98989, 1.91079, 2.12135], [1.60612, -4.22489, -1.43752], [-0.95278, -1.32181, -0.18694], [-1.84840, -2.89088, -0.23507], [-2.06890, 0.04900, -1.31059], [-0.96408, 1.24590, 1.13854]],
  "mulliken_charge": [0.362, -0.474, 0.131, -0.849, -0.036, -0.303, -0.055, -0.595, 0.345, 0.415, 0.386, 0.347, 0.353, 0.334, 0.367, 0.334, 0.265, 0.298, 0.378]
}

No. 4
{
  "formula": "C4H11N3O2",
  "method": "ωB97M-V with the def2-TZVPD basis set",
  "charge": -1,
  "e_homo_ev": [0.78, -5.31],
  "e_above_lowest_kcal_mol": 55.6,
  "homo_lumo_gap_ev": [2.6876, 8.7268],
  "max_force_ha_per_bohr": 0.08232,
  "mol_weight_da": 133.15,
  "spin_multiplicity": 2,
  "symbols": ["C", "C", "N", "N", "N", "H", "H", "H", "H", "H", "H", "H", "H", "C", "C", "O", "O", "H", "H", "H"],
  "positions_angstrom": [[1.22747, -1.50196, -1.04874], [1.46023, 0.94383, -0.45411], [0.86843, -0.21271, -0.38168], [2.57307, 1.22855, -1.20513], [1.04918, 2.11730, 0.29720], [-2.84810, 1.10846, 0.35579], [2.28689, -1.63599, -1.40031], [0.63371, -1.55357, -1.97615], [2.88644, 0.50398, -1.98084], [2.53940, 2.19057, -1.76784], [1.87785, 2.34241, 0.87679], [0.40038, 1.86074, 1.02367], [1.11325, -2.37862, -0.31903], [-1.89973, -1.09940, 0.74838], [-2.81269, -0.37026, 1.63615], [-3.22060, 0.83822, 1.24523], [-3.35506, -0.58146, 2.69925], [-0.94962, -0.77408, 1.08811], [-1.93605, -0.81576, -0.26293], [-1.89445, -2.21026, 0.82618]],
  "mulliken_charge": [-2.077, -3.266, 1.842, -0.125, -0.150, 0.314, 0.488, 0.464, 0.410, 0.673, 0.342, 0.339, 0.281, -0.925, 0.337, -0.295, -0.556, 0.197, 0.347, 0.359]
}